[1]
The following is a quantum chemistry calculation of a cluster of 2 separate species, C23H44BNO10P in total, from the OMol25 dataset.

Structure (ORCA input):
```
! wB97M-V def2-TZVPD RIJCOSX def2/J DEFGRID3
* xyz -1 1
N 3.09192 -1.28837 5.70727
C 2.08826 0.97288 5.78420
C -2.15560 -0.63129 -0.88465
H -2.39283 0.45049 -0.82451
C -3.27908 -2.72808 -9.40696
H -1.99792 -2.40876 0.48365
H -2.80378 -3.23425 -2.91144
H -3.47610 -1.73284 2.21743
H -3.64272 -3.55927 -5.29197
O 6.23131 -1.01263 -1.14195
H -1.25293 -0.83958 1.07127
H -4.00696 -0.69925 -2.16118
H 0.44478 4.25295 2.95926
H -4.60959 -3.33359 -7.70268
H 0.10666 3.49407 1.01174
C 0.51728 0.99982 5.78021
O 7.40609 1.30130 -3.41294
C 1.16410 3.46557 0.66932
H -2.30084 -3.10542 -9.77466
C -2.10536 -1.30629 0.53176
C -2.51737 -2.16050 -2.99507
O 1.11530 2.32595 3.58238
H -4.29532 -1.01861 0.71972
H -2.82927 0.46076 4.14447
C 2.64270 -0.16183 4.82564
C -1.27499 1.68668 3.05682
C -3.52676 -3.26807 -7.94354
C 6.85000 0.71822 -2.52259
O 4.63111 0.88074 2.50839
C 1.36741 3.67836 3.19583
H 2.96503 2.85301 1.87702
C 3.59503 0.28941 0.41983
H -3.28011 -1.61733 -9.36946
H -1.72908 -2.21408 -7.24566
H 2.62899 4.66888 1.75330
C -3.40303 -0.99882 1.38845
H -0.53448 1.41877 2.26873
H 3.78720 -1.85355 5.23122
C 4.72009 0.62138 1.33549
H 0.20131 1.34738 6.79264
H -4.01473 -1.30070 -4.42114
H 1.81925 -0.58171 4.19701
H -1.64830 -0.53130 3.24285
B 5.53991 0.22680 -0.73943
H 0.15945 -0.05109 5.70383
H 3.49940 0.17041 4.21148
H -1.40606 -2.11782 -2.93318
H 2.30777 -1.89728 5.91956
C 2.20052 3.64348 1.85661
H -0.19658 3.58166 4.86983
H -1.85776 -3.30042 -5.26137
H 2.56785 1.95742 5.63316
O 7.70044 -1.51390 -2.76101
C 7.00069 -0.72333 -2.18881
H -1.13952 -0.73734 -1.31700
H -1.87886 2.51496 2.62470
H -1.54235 2.71698 6.33139
H -3.68824 -2.14344 -1.14855
O 4.07384 0.05897 -0.79689
H 1.28960 4.30015 -0.05271
C -3.21140 0.42773 2.00630
H -2.77547 1.07164 1.20656
P -0.29596 2.17871 4.56959
O 5.86035 0.58327 0.65795
C -2.95979 -1.64952 -4.40859
H -3.25234 -1.27785 -7.05818
H -4.14780 0.89438 2.37911
O 5.99197 1.27660 -1.67194
H -4.08249 -3.07102 -10.09036
C -3.20258 -1.38291 -1.80598
C -2.79922 -2.29131 -6.94626
H -2.32497 -0.79913 -4.74015
C -2.83849 -2.80939 -5.46851
H -3.05965 -4.27672 -7.86902
H 1.32950 2.46798 0.22146
H 1.95391 4.20374 3.98674
O 2.43219 0.23077 0.71906
O -1.73706 2.16486 5.57259
H 2.38942 0.63604 6.80765
C -2.19690 0.43543 3.23485
*
```

Computed properties:
Orbital gap ... 9.354 eV

***

[2]
The following is a quantum chemistry calculation of a cluster of 10 separate species, C33H87Cl2F6N7O10P in total, from the OMol25 dataset.

Structure (ORCA input):
```
! wB97M-V def2-TZVPD RIJCOSX def2/J DEFGRID3
* xyz -1 1
H -1.92900 5.61179 2.96438
H 0.73139 -2.19809 5.70309
H -3.98742 -1.77800 0.50952
H 7.83862 0.02535 2.80403
N 7.49753 0.78425 -2.44744
H 3.19058 4.29659 4.19853
F -0.72593 0.17458 2.22572
H -2.71358 -6.12974 -5.18154
H 9.00095 2.91599 -1.88645
H 7.00725 1.16571 -3.25940
H 7.87897 3.79210 -0.81290
H -5.10411 -4.12964 -0.31546
H -2.79946 3.63975 1.22620
C 0.45343 4.39189 5.63554
C -2.99834 3.16869 -3.43816
H 5.31218 2.21102 -1.62104
H 0.60021 3.30458 5.68769
H -5.30141 -1.79712 3.26566
H 2.82113 3.15614 0.56480
H -3.32939 -3.80361 -0.43168
H -2.50002 4.26172 -1.74365
H 5.78872 2.50492 0.02785
H 1.41681 -3.27351 0.58419
H 1.07303 -3.84833 -1.86335
H -1.14015 -6.59507 -1.60984
C 4.05494 0.48738 -0.17742
O -1.47704 2.49655 -5.26233
H 0.39541 -5.78124 -3.62795
H -6.08489 -3.28081 -6.07432
H -0.99393 -1.70019 5.78186
H -4.38480 4.71462 -3.87880
H 1.39732 4.80515 5.25507
C -5.02489 0.04779 2.16204
H 0.11407 4.26063 2.96291
H -1.03574 -2.64662 1.35645
H -4.24642 0.48189 1.52879
C -3.33701 4.50728 -4.08339
H -3.50843 -0.48452 -1.16224
C 5.86691 2.84326 3.02873
N -1.93224 4.11325 1.45409
H -0.86386 3.30200 -3.54778
H 1.58084 3.37560 -0.54912
H -5.12580 -4.71913 -5.72897
H -5.97448 0.13041 1.61971
H -2.06130 0.55173 -5.75728
H 3.90386 4.50250 2.53090
H 4.61876 0.94814 3.89133
C 6.50279 1.53432 3.52248
H -3.53870 3.01772 3.17221
H 3.49951 0.77125 -1.07622
Cl 3.54119 4.47510 -1.30955
H 7.94696 1.10633 -0.54646
H -0.84223 -4.82392 -4.46795
C -3.21695 3.97888 3.58498
C -4.13626 -4.18840 0.19828
H 0.85307 -2.11837 2.85368
Cl 1.69326 5.23865 0.83812
C 7.35493 1.68635 -1.26856
C 0.20891 -4.06531 2.22466
C -0.15506 -1.89939 5.12148
H -3.17905 4.45235 -5.16658
H 5.45781 2.60537 2.02804
C -3.87470 -2.82753 -4.44060
H -2.68838 5.32267 -3.75833
H -1.37788 1.67398 -3.31785
F 0.94031 -0.01865 0.57404
H -4.06319 4.66371 3.47511
N -0.83221 -5.77250 -1.07761
O 4.79722 3.15061 3.87625
F -2.02737 1.24338 0.68939
O -0.62697 4.78485 4.83164
P -0.53553 0.56528 0.65927
H 7.39942 3.48258 -2.42718
H -0.12744 -2.85002 -2.76012
C 7.63763 1.08212 2.61681
H -3.96712 0.18404 -2.73968
H 2.27792 -4.29812 1.66303
H -3.35158 1.79916 -5.83113
N -3.27092 -1.40497 3.12660
C -0.71124 4.04005 3.64842
H 0.17953 -5.96344 -1.02931
H 6.93615 1.76006 4.50728
C 5.91602 1.78539 -0.79885
H -3.41840 -0.98836 4.05329
F 0.05554 2.02837 1.06886
H 1.30268 -5.07249 0.53495
H -2.35669 2.72319 -1.51388
H -0.38583 -3.11630 -1.09712
C -2.27919 1.60305 -5.96948
C -0.64900 -5.45632 -3.59532
F -0.48655 0.85729 -0.94755
H -1.23362 3.36634 1.31694
O -2.99765 -1.85757 -4.19392
H 0.24719 4.74773 6.64376
H -2.08495 1.72238 -7.03913
H 8.56537 1.61568 2.82679
C 7.95905 3.03270 -1.59469
H -3.04763 3.81296 4.65208
O 5.44818 0.49732 -0.45395
O -4.12116 -3.52866 1.43481
H -3.96550 -5.24684 0.40209
H -3.80960 2.47427 -3.67617
C 0.02157 -3.60993 -1.98407
C 4.08938 4.32872 3.59235
O -0.46776 -2.88535 4.19649
C -5.09826 -3.73770 -6.19037
H -1.99400 -4.51698 -2.13442
C -4.67553 -2.22994 1.24434
F -1.20688 -0.90867 0.32747
N -1.10337 -3.64172 1.64942
H 5.31121 0.12482 2.71690
H 1.46047 -3.53525 3.86323
H -5.68036 -2.23332 0.80084
H -3.27773 -5.91477 -3.54751
H 3.81451 -0.54869 0.06353
H 0.00761 -5.06615 2.62657
H -1.16194 -4.15027 0.76282
H -4.96313 -3.81546 -7.26866
H 6.99255 -0.06860 -2.20504
H 4.69335 5.17392 3.95685
N -2.98882 3.39351 -1.96661
C -1.64651 2.59523 -3.85382
C -1.96807 4.51870 2.87869
H 7.36489 1.18852 1.56042
H -1.72775 -1.03351 -2.85600
H -0.83761 2.95807 3.78143
O -4.06019 -2.88643 -5.76693
C -2.68524 -1.55080 -2.83348
H -2.75096 -0.63276 2.69414
H 3.79341 1.09471 0.69138
C -2.68062 -6.58327 -4.17934
C 1.29607 -4.18476 1.16661
O -4.38113 -3.53799 -3.61205
C -3.77214 -0.73394 -2.19044
C -0.93260 -4.76809 -2.22737
O -1.34735 -6.69750 -3.72980
C 2.40524 3.92082 -0.08972
H -4.70262 -1.30099 -2.11247
N 5.49165 0.46571 3.66646
C 0.61787 -3.08991 3.30924
C -4.62545 -1.40167 2.50140
H 6.59296 3.66004 2.92972
H -5.07762 0.64039 3.07613
H 0.10669 -0.95752 4.61486
H -3.09629 -7.58394 -4.22219
H -2.47491 -2.45320 -2.25771
*
```

Computed properties:
Orbital gap ... 8.025 eV

***

[3]
The following is a quantum chemistry calculation of a cluster of 4 separate species, CH9O3S in total, from the OMol25 dataset.

Structure (ORCA input):
```
! wB97M-V def2-TZVPD RIJCOSX def2/J DEFGRID3
* xyz -1 1
H -0.00985 0.57451 2.55928
H -2.20732 0.75726 -1.18911
O -2.74502 0.69867 -0.48565
S 0.69101 0.97076 0.52956
C 1.24555 -0.81014 0.90982
H -2.11989 1.13082 0.14026
H 1.82677 -0.91368 0.05119
H 1.77933 -1.51482 -4.38522
H 1.88251 -1.10876 1.61915
H 0.44522 -1.46367 0.52280
H -1.59774 -0.03266 2.74003
O -0.93656 0.67007 2.82615
O 1.29828 -2.14708 -3.90849
H 0.53796 -1.87360 -3.44631
*
```

Computed properties:
ΔE to the lowest compared entry with this formula, charge and spin ... 61.69 kcal/mol
Orbital gap ... 5.894 eV

***

[4]
The following is a quantum chemistry calculation of a structure of composition C17H26N3O4RuSi, from the OMol25 dataset.

Structure (ORCA input):
```
! wB97M-V def2-TZVPD RIJCOSX def2/J DEFGRID3
* xyz 0 2
H -1.09281 5.25523 -1.06187
H 0.59296 1.86989 2.51056
C 0.76606 4.17776 -1.10678
H 0.14187 -3.67538 -2.31328
H -0.13555 -0.37366 2.07388
H 0.94922 -5.08248 -1.60969
C 1.44719 -1.26251 -0.69371
C -1.86168 -0.31758 -1.35699
Si 2.07402 -2.96106 -0.93706
C -2.81497 -0.09792 0.72763
H -3.92848 0.56512 2.40284
H -2.12907 -1.05218 3.20639
O 1.84899 1.71152 1.16810
C -3.66788 -1.74866 -0.79656
C 2.82131 -3.55332 0.67196
H 4.19453 -2.32151 -2.04896
H 3.75192 -3.98787 -2.43931
H -2.64973 -1.77613 -2.70289
C 2.69388 2.75626 -0.75639
C 0.62881 -4.05669 -1.41313
C -0.51060 0.28977 2.86149
H 2.93280 -2.64086 -3.24093
Ru 0.23814 1.56013 -0.01111
H 2.05673 -3.63757 1.44697
H -0.11546 -4.08143 -0.61409
H -4.43949 -1.41153 1.17959
H -2.26453 0.45994 4.09562
C 2.90479 2.36794 0.69802
C -2.89706 0.61024 2.05144
C 3.35867 -2.97872 -2.29448
N -1.88986 0.29302 -0.16140
H -4.35936 -2.54727 -1.03169
H -2.64685 1.66065 1.90569
H -2.27121 2.90178 -0.83064
H 3.23671 3.65684 -1.02579
C -3.71047 -1.12283 0.43406
O 1.45074 5.17668 -1.17936
H 3.57500 -2.84723 1.02479
C -2.72836 -1.32633 -1.72373
H 3.29580 -4.53062 0.55600
O -0.35967 1.66280 2.46971
C 1.00717 -0.13701 -0.52208
H -1.58438 3.53434 0.50825
N -1.39449 3.21452 -0.43686
H -0.95515 4.00796 -2.30728
N 1.25267 2.89619 -0.96676
H 3.04322 1.91540 -1.35956
C -1.97994 0.02856 3.13434
H 0.08284 0.09683 3.75719
H -1.09030 0.01059 -2.04233
C -0.74754 4.24271 -1.26185
O 3.87883 2.60562 1.36209
*
```

Computed properties:
ΔE to the lowest compared entry with this formula, charge and spin ... 32.82 kcal/mol
Orbital gap (spin up / spin down) ... 8.012 / 7.383 eV
⟨S²⟩ ... 0.7577

***

[5]
The following is a quantum chemistry calculation of a cluster of 12 separate species, C26H67Cl2I3N23O13 in total, from the OMol25 dataset.

Structure (ORCA input):
```
! wB97M-V def2-TZVPD RIJCOSX def2/J DEFGRID3
* xyz 1 1
H -8.22258 8.17937 1.15744
H -0.20942 6.72381 -11.52155
N 2.40747 -1.77238 0.80022
C 1.00372 2.26589 0.19535
N -2.29363 8.30550 3.64956
O -9.62745 9.18255 -0.61969
N 9.26503 -6.39067 5.29372
C 1.30003 -6.93252 -0.21903
N -2.31783 -1.15254 4.80313
H -3.29957 6.11316 -2.54171
C -2.02461 3.73613 -3.83260
H -3.93720 -1.04746 -3.45305
H 1.94217 -7.81732 -1.99922
H 1.92498 -0.91101 0.60337
C -3.44585 5.05359 -5.71760
C -8.77446 8.32652 -0.78361
O 1.39295 1.07385 0.04988
N 3.21990 -9.40134 3.08258
N -8.03917 7.81935 0.23529
H -0.59540 0.63566 2.79973
H -3.21269 7.43961 -0.34479
H -4.84983 5.30183 -3.88133
H 3.15378 -9.11135 2.12404
H 0.93153 -8.77690 -0.96986
N 1.41271 -7.91117 -1.15203
N -0.00295 6.51649 -10.56136
H 8.86389 -11.58080 2.70451
H 1.24490 -7.90313 2.67584
C -4.18595 6.88163 -0.09189
H -1.58653 4.85050 -11.57804
H 2.53027 6.67102 -4.98531
H -5.04170 7.44345 -0.59421
C 8.34947 -7.32457 5.65282
H 7.41585 -5.97361 6.94409
H -5.63951 5.34600 -5.53190
H -5.08764 3.71302 -4.92350
H -4.23648 -0.66799 0.53899
N -0.84206 0.14661 3.64137
H 6.72881 -7.56064 6.84629
C 2.34692 -9.02859 4.04737
C -0.42292 2.93338 -1.82435
C 1.83129 -2.83535 1.41312
N -4.33603 -1.22925 -0.29262
O 2.45395 -9.39920 5.21421
N 1.96436 -5.79013 -0.51045
H -1.08854 9.67140 1.02821
O -2.78368 -0.51268 2.68258
H -2.28221 9.08560 4.28137
H 2.50380 -5.65559 -1.34584
H -3.19243 -1.65015 4.84591
H -1.38580 10.38853 2.57698
O 5.82186 -10.80167 2.19765
Cl -5.68373 4.74666 -1.25825
H -4.66146 -2.17488 -0.20533
H -3.68440 4.73597 0.28340
I 0.47762 6.48424 -2.73582
H -0.20734 0.16549 4.41941
H 0.06443 -3.42153 2.20740
C 1.29531 5.02678 -4.11544
N -1.75431 3.30449 -1.21393
H -4.31775 6.96205 1.03674
O 8.35222 -8.45777 5.19629
H 7.96942 -11.57672 1.22109
H -7.33347 7.11460 0.11790
H 9.96355 -6.66706 4.62360
N -8.48371 7.80417 -1.99941
N -4.16595 -1.44469 -2.55655
H -9.00683 8.15263 -2.78595
H 1.86082 3.03846 -1.69266
C 0.93451 3.29288 -1.05783
H 0.98124 4.34309 -0.62053
I -3.31930 3.81698 -7.54646
O 0.64672 -7.07317 0.80787
N 7.43169 -6.89972 6.55764
N 8.00324 -11.41890 2.21453
H 0.02114 -1.80943 1.57108
H -1.75872 3.88119 -10.15307
N 0.53217 -2.65476 1.75074
H 0.62276 7.12086 -10.05494
C 4.68486 -10.01502 8.76404
C 6.86238 -10.99392 2.81230
H 2.44570 5.22804 -6.10476
N 6.95448 -10.79545 4.14580
O -1.89244 7.40097 1.61306
H -2.04604 5.98454 -4.26645
H 3.41714 -11.55183 8.41599
O 2.43405 -3.87634 1.64303
H -1.71350 -1.16008 5.60484
H 9.28095 -5.45490 5.65590
Cl -2.84093 2.13757 -4.32339
C -2.03090 -0.50777 3.64840
N 3.86937 -10.76383 7.98298
O -3.61965 0.51018 -1.55242
H -3.52607 3.24693 -2.29233
H 0.67909 -7.91806 4.31555
H 1.90432 -5.03646 0.16292
C -4.01590 -0.64880 -1.47182
O -0.25165 5.22701 -8.71763
N 1.34868 -8.21669 3.62645
C -0.52589 3.16604 -3.42711
C -2.59679 3.90601 -2.31508
C -2.92811 5.37576 -1.76021
I 1.72642 2.37258 -5.63867
O 0.62373 2.65742 1.53003
H -1.98288 5.73990 -1.20552
H 5.12014 -8.74507 7.16108
H 3.69483 -10.57453 7.01018
H 7.79088 -10.94324 4.68013
H -4.48818 -2.39437 -2.51270
C -4.81475 4.82277 -4.91326
H -0.54982 2.07207 -3.78963
C 2.55800 5.51674 -5.00085
H -2.63885 7.41790 3.97598
C -2.11102 4.97767 -4.82869
H 5.88114 -8.38217 8.67678
H 3.37309 -1.86545 0.53069
N 5.26844 -8.96482 8.13013
H 3.55817 5.22159 -4.54485
H -0.24675 2.25455 1.73944
H -1.79586 3.70004 -0.26131
C -1.86809 8.36848 2.36510
H -1.23072 5.00918 -5.57649
H -7.78492 7.09925 -2.15182
H -3.49320 6.13429 -6.12051
O 4.88061 -10.26232 9.94406
C 0.73950 3.73095 -4.21680
N -1.41382 9.58422 1.97685
H 3.97746 -10.00690 3.35750
H -0.44250 1.78184 -1.72314
H -2.21989 2.37345 -1.08015
H 6.12453 -10.47844 4.61757
C -4.07989 5.34454 -0.60716
N -1.35484 4.67743 -10.61685
C -0.51946 5.45822 -9.88886
*
```

Computed properties:
ΔE to the lowest compared entry with this formula, charge and spin ... 54.28 kcal/mol
Orbital gap ... 7.281 eV

***

[6]
The following is a quantum chemistry calculation of a cluster of 2 separate species, C4H12 in total, from the OMol25 dataset.

Structure (ORCA input):
```
! wB97M-V def2-TZVPD RIJCOSX def2/J DEFGRID3
* xyz -1 2
H -0.95106 1.39428 -3.02558
H -0.81539 0.61505 2.40910
H 0.22316 0.64319 -1.15223
H 0.65894 -0.83414 -2.06215
H 0.84458 -1.08964 3.50748
H 0.54143 1.04574 1.30485
H -0.35300 0.12759 -3.89824
H 1.79292 -0.83823 2.00585
H -0.79077 -0.80593 -1.07221
H 0.51797 1.39204 3.05380
C -0.91174 0.31128 -2.96547
C -0.16267 -0.20162 -1.72254
C 0.27588 0.66572 2.28742
C 0.80441 -0.75939 2.46600
H -1.82949 -0.17970 -3.11963
H 0.15481 -1.48625 1.98356
*
```

Computed properties:
ΔE to the lowest compared entry with this formula, charge and spin ... 10.05 kcal/mol
Orbital gap (spin up / spin down) ... 2.673 / 12.317 eV
⟨S²⟩ ... 0.7503

***

Across the entries above, max |F| takes the values 0.044 0.046 0.118 0.030 0.099 0.039 Eh/bohr, respectively.